Molecular formula: C43H99F3N4O12
Method: DFT, wB97M-V/def2-TZVPD

HOMO	-6.5444	eV
net charge	0
LUMO energy	-5.35	eV
multiplicity	1
total energy	-3118.85684	hartree

Geometry as XYZ:
```
161
Properties=species:S:1:pos:R:3:forces:R:3:mulliken_charge:R:1
C 4.8513 4.2039 6.8492 -1.2641 -0.2514 0.7573 -1.376
C 5.6209 3.9517 8.1992 0.2246 -1.0878 -0.9438 1.164
C 7.0922 3.9700 7.8605 2.8775 0.7528 -0.2415 -1.327
C 7.6361 5.3745 7.4939 -0.5969 -1.2336 -0.6969 -0.801
C 7.3945 6.2007 8.6902 2.0090 0.7998 -0.8998 -1.243
C 5.9984 6.4073 9.1586 0.6565 0.6035 0.1362 1.426
N 5.3362 5.0501 9.1889 -5.6650 -1.5985 4.0819 0.787
O 4.3190 4.7911 10.1297 5.8550 1.6817 -5.3118 -0.358
C 5.2611 7.4478 8.2322 -1.2466 -0.7332 0.5455 -1.519
C 6.2441 6.8879 10.5824 -1.6168 0.0987 1.3926 -1.682
C 5.2866 2.5177 8.7675 -0.1884 1.2260 0.6322 -1.580
H 5.2844 3.6457 6.0191 0.2123 -0.1858 0.3688 0.346
H 4.6797 5.2147 6.4793 0.3910 0.0945 0.4831 0.299
H 3.8691 3.7944 7.0850 -0.2398 0.0576 -0.5104 0.412
H 7.4930 3.2284 7.1696 -1.2958 -0.1658 -0.7582 0.547
H 7.7567 3.6555 8.6653 -0.4756 0.1661 0.9752 0.430
H 7.1981 5.8244 6.6029 -0.3207 -0.2205 -0.1241 0.365
H 8.7082 5.3749 7.2973 0.0103 -0.3816 0.0283 0.414
H 7.8091 7.1718 8.4197 -0.1273 0.3765 0.5868 0.426
H 8.0283 5.7874 9.4748 -0.1464 0.0967 0.2343 0.421
H 5.1332 7.1301 7.1974 0.3749 -0.1981 0.1162 0.295
H 5.6724 8.4571 8.2159 0.6411 -0.3406 0.3668 0.406
H 4.2461 7.5820 8.6063 -0.1198 -0.0837 0.1091 0.403
H 6.8208 7.8062 10.6928 -0.1856 0.1247 -0.7422 0.383
H 6.8047 6.1757 11.1878 -0.1099 -0.3692 -0.3066 0.440
H 5.2913 7.0216 11.0946 0.0029 0.2230 0.1077 0.402
H 4.2502 2.3612 9.0666 -0.0529 0.3852 -0.1871 0.390
H 5.8778 2.4301 9.6790 0.0751 -0.2885 -0.0116 0.426
H 5.5373 1.7057 8.0849 0.2688 0.4395 -0.2405 0.371
C -1.4013 0.0330 0.2371 -2.7005 2.1625 0.2830 -0.001
O -2.1573 -1.1230 0.1360 0.4330 -1.4713 0.6998 -0.202
O -2.2505 0.9902 0.8513 3.2035 -1.7158 -0.8279 -0.728
C 0.0280 -0.2529 0.7679 0.2423 1.1826 1.1532 0.771
F 0.1163 -0.7178 2.0226 -0.4156 0.5850 0.4682 -0.271
F 0.6725 -1.2042 0.0774 0.0468 0.4166 -0.9845 -0.266
F 0.7653 0.9398 0.7133 -0.6382 -1.6869 -0.0568 -0.281
C -2.1076 -1.9663 -0.9905 -1.3233 -0.0833 0.7426 -0.098
C -3.3857 -2.7659 -0.8444 -0.0249 -1.3265 -0.7714 -1.181
H -3.2106 -3.6327 -0.2071 0.0109 0.0235 0.2127 0.226
H -4.2819 -2.2784 -0.4605 0.3621 0.4983 -0.2268 0.305
H -3.5743 -3.1810 -1.8345 -0.4684 -0.1688 -0.0877 0.374
H -1.3096 -2.7087 -1.0058 0.5663 0.3214 0.1231 0.238
H -2.1213 -1.4385 -1.9441 0.2055 0.4948 0.0175 0.294
H -1.2077 0.2779 -0.8073 0.4403 0.8557 -0.6060 0.150
C -2.1333 -0.1475 -7.2540 -1.2417 -0.9819 -0.6795 -1.283
C -1.2361 0.9865 -7.6773 0.8567 0.0542 2.0310 -0.335
C -1.0376 1.8797 -6.4227 -1.1904 0.3640 -0.2188 -0.594
C -0.3069 3.1444 -6.6493 1.4343 1.3868 0.4002 -0.764
C -0.0857 3.9989 -5.3106 -0.1480 -0.5011 -1.7547 -0.396
C 0.8567 5.1917 -5.5122 -0.1448 -0.6534 0.0210 -1.220
H -2.5031 -0.7719 -8.0673 0.4012 -0.0786 -0.4423 0.383
H -3.0855 0.1406 -6.8086 0.1724 0.4973 0.3925 0.344
H -1.6390 -0.8428 -6.5755 0.1074 0.2292 0.1619 0.305
H -0.2614 0.5317 -7.8539 0.1478 0.1955 -0.6323 0.246
H -1.5487 1.5929 -8.5274 -0.1696 -0.2090 0.0115 0.387
H -0.5733 1.3931 -5.5650 -0.0870 -0.5978 -0.1805 0.318
H -2.0175 2.2296 -6.0978 -0.4261 -0.4878 0.2859 0.275
H 0.6230 2.8936 -7.1597 0.7030 0.1432 0.4146 0.392
H -0.7856 3.7390 -7.4274 -0.4540 0.3478 0.2081 0.308
H -1.0706 4.3236 -4.9751 -0.0708 0.0906 0.0516 0.329
H 0.3144 3.3690 -4.5161 0.0296 -0.2278 -0.0969 0.350
H 0.4801 5.9111 -6.2393 -0.1052 0.0668 0.1263 0.308
H 1.0468 5.6680 -4.5504 0.0244 0.2325 -0.1296 0.364
H 1.7998 4.8076 -5.9009 0.1622 0.1242 0.0405 0.284
C 2.9053 -8.5314 -4.4746 -0.3492 -0.9584 -0.0647 -1.269
C 1.4371 -8.3188 -4.8390 -0.8936 1.5319 -0.1246 -0.315
C 0.4955 -9.5164 -5.0844 0.1280 -0.1653 -1.0825 -0.681
C -1.0216 -9.1253 -5.4878 1.6099 0.4521 1.2738 -0.743
C -1.8213 -8.6946 -4.2250 -1.1309 -0.0545 -1.3078 -0.193
C -3.3138 -8.3908 -4.5236 0.5812 0.2582 0.0418 -1.362
H 3.5162 -7.6398 -4.3330 -0.5131 0.2803 0.1344 0.363
H 3.4109 -9.0659 -5.2788 -0.0074 -0.2974 -0.0044 0.300
H 2.9521 -9.1364 -3.5691 0.2991 -0.0498 0.0546 0.299
H 0.9373 -7.6783 -4.1124 0.1735 -0.0983 0.6724 0.273
H 1.4086 -7.6202 -5.6752 -0.0303 -0.3007 -0.6536 0.292
H 0.6278 -10.2157 -4.2589 -0.7983 0.1546 0.5262 0.394
H 0.9499 -10.1214 -5.8689 -0.1372 0.0934 -0.5843 0.337
H -0.9648 -8.3016 -6.1993 0.2338 0.5195 0.2279 0.318
H -1.5455 -9.8376 -6.1253 0.1101 -0.7679 0.6298 0.419
H -1.8552 -9.5013 -3.4927 0.5095 0.0460 0.1253 0.276
H -1.4167 -7.7777 -3.7965 0.3854 -0.2572 0.1803 0.238
H -3.7891 -9.2382 -5.0176 -0.1732 -0.0177 0.2056 0.350
H -3.8040 -8.1267 -3.5866 -0.2510 -0.3576 0.0227 0.367
H -3.4647 -7.5130 -5.1519 0.2529 -0.0052 -0.2612 0.335
C 7.3945 0.3216 -4.1434 0.4299 0.3969 -0.8094 -1.184
C 6.8494 0.1254 -5.5677 0.0809 0.2620 0.9842 -0.527
C 6.7502 1.4156 -6.3646 0.4003 0.3201 -0.1725 -0.650
C 8.0619 1.8856 -7.0207 0.5485 -0.4369 -1.1320 -0.633
C 8.1994 3.3558 -7.3514 0.5497 1.0717 0.7255 -0.275
C 9.5544 3.8282 -7.9259 0.1354 -0.6756 -0.8151 -1.342
H 7.6150 -0.6735 -3.7572 -0.1105 0.2658 0.5457 0.337
H 6.6537 0.8876 -3.5787 0.0013 -0.3515 0.3513 0.329
H 8.2976 0.9319 -4.1358 0.2577 -0.1352 0.0243 0.312
H 7.4569 -0.6257 -6.0727 -0.2648 -0.1074 -0.2140 0.360
H 5.8565 -0.2432 -5.3102 -0.1944 -0.3934 -0.9187 0.297
H 6.3854 2.1892 -5.6889 -0.1032 0.2041 0.0506 0.339
H 6.0070 1.3054 -7.1543 -0.1074 0.0666 -0.0170 0.353
H 8.9791 1.5672 -6.5251 -0.1313 -0.0786 0.6365 0.379
H 8.1641 1.4121 -7.9971 -0.1636 -0.5643 -0.1269 0.300
H 7.3841 3.6878 -7.9942 -0.0679 0.0516 0.0011 0.266
H 8.1386 3.9044 -6.4114 -0.4906 0.2161 0.1548 0.311
H 9.7806 3.4669 -8.9291 -0.4230 -0.3468 -0.2662 0.338
H 9.6353 4.9075 -8.0552 -0.2128 0.0763 0.4781 0.356
H 10.4194 3.4620 -7.3730 -0.1386 0.1597 0.5208 0.336
C -4.2131 -1.3632 6.3227 0.5765 -0.9775 -0.9031 -0.253
C -3.2476 -0.2689 6.6908 0.2879 0.8354 -0.5191 -0.504
O -3.4856 1.0523 6.1448 -0.2538 -0.7388 0.5336 -0.519
O -3.9067 -2.0312 5.0554 -0.3884 0.5815 0.7376 -0.478
H -5.2558 -1.0480 6.3612 -0.0175 0.0837 -0.0903 0.239
H -4.0387 -2.1830 7.0196 -0.3010 0.1462 0.3547 0.257
H -2.2592 -0.5992 6.3715 0.2370 -0.0987 0.0974 0.333
H -3.2227 -0.1419 7.7731 -0.1295 0.0949 -0.0430 0.324
H -3.4641 1.0271 5.1854 0.0738 -0.1238 -0.1506 0.313
H -3.4902 -1.4253 4.4381 -0.0589 0.1933 -0.1150 0.290
C -8.9022 -7.8973 3.3826 0.9896 1.3971 1.2483 -0.474
C -7.8430 -6.8166 3.0910 -0.0780 0.8537 -1.5186 -0.365
O -6.5569 -7.2144 3.5130 0.3782 -0.4796 0.3566 -0.521
O -8.5993 -9.1731 2.8715 -0.1259 0.4324 -0.2719 -0.509
H -9.9013 -7.5479 3.1222 0.1022 -0.3110 -0.3233 0.344
H -8.8210 -7.9224 4.4693 -0.5952 -0.3253 0.4023 0.264
H -7.9753 -5.8137 3.4968 -1.1673 -0.2176 0.8021 0.361
H -7.7913 -6.5192 2.0436 -0.0669 -0.7239 -0.6228 0.267
H -6.1759 -6.4281 3.9107 0.3496 -0.2929 0.0732 0.312
H -7.7975 -9.4137 3.3413 0.2320 -0.3176 -0.1509 0.320
C -6.7534 3.9975 -1.3036 -0.8796 0.0419 -0.6998 -0.470
C -7.0326 5.0142 -0.1954 -1.2475 0.2146 -0.7535 -0.304
O -5.9233 5.3224 0.5583 1.5354 -0.0394 0.6393 -0.473
O -6.5466 2.6555 -0.9215 0.1109 -0.1572 0.6627 -0.468
H -5.9617 4.3437 -1.9680 0.4526 0.2180 0.2790 0.264
H -7.6012 3.8834 -1.9792 -0.3692 0.4894 0.1668 0.323
H -7.8502 4.7688 0.4824 -0.2766 -0.8081 -0.1262 0.240
H -7.3717 5.9621 -0.6133 0.1033 -0.0025 -0.5439 0.289
H -5.5007 4.4827 0.7530 0.3549 0.0795 0.4118 0.295
H -5.7852 2.5705 -0.3429 0.2694 -0.1098 -0.0313 0.302
O -12.7262 -1.3340 -1.1138 0.2788 0.2003 -0.2178 -0.637
C -11.7129 -0.7658 -1.5221 -3.1548 -1.1980 -1.3485 0.630
N -10.8347 -0.3170 -0.6588 2.2151 1.0573 1.0228 -0.346
C -11.5749 -0.5122 -3.0211 0.5124 -0.4059 -0.0619 -0.880
H -9.9064 -0.0150 -0.9179 -0.2719 0.0907 0.0371 0.191
H -11.0597 -0.4069 0.3217 0.0981 -0.1510 -0.2173 0.226
H -12.1439 0.3579 -3.3486 0.3188 0.3340 0.3986 0.240
H -12.0287 -1.3119 -3.6065 0.0262 -0.3017 0.4786 0.270
H -10.5299 -0.4638 -3.3272 0.0087 0.3924 -0.0881 0.307
O -0.1370 8.4242 3.5405 0.4689 2.7785 1.0441 -0.628
C -0.3836 7.4110 2.9588 0.5159 0.8076 -0.3038 0.578
N -0.6457 6.3332 3.6444 -0.9761 -3.8846 0.6182 -0.353
C -0.4169 7.3876 1.4879 -0.0731 -0.4195 -0.8942 -0.812
H -0.7518 5.4593 3.1494 -0.2215 0.0670 0.2040 0.195
H -0.9398 6.3384 4.6106 0.3546 0.3689 -0.2080 0.214
H 0.4234 7.9848 1.1340 -0.3138 0.0363 -0.1783 0.248
H -1.3799 7.8403 1.2516 0.1435 0.2322 -0.3747 0.231
H -0.4100 6.3996 1.0274 0.0992 -0.0398 0.0854 0.329
O 1.0775 -8.6804 1.8064 -1.3878 0.7715 0.4093 -0.651
C 0.2217 -7.7964 1.6592 3.3051 0.3890 -0.5449 0.666
N -1.0096 -8.0145 1.2472 -1.7268 -0.7486 -0.0479 -0.339
C 0.6111 -6.3230 1.7250 0.6966 -0.6293 0.4520 -0.997
H -1.5945 -7.2572 0.9238 -0.0491 -0.3835 0.3468 0.194
H -1.3473 -8.9592 1.3638 -0.2475 0.1914 -0.4755 0.225
H 1.4427 -6.2678 2.4276 -0.2950 0.1495 0.3406 0.291
H -0.2176 -5.6764 2.0133 0.2162 0.1396 -0.2057 0.366
H 1.1096 -6.0477 0.7956 -0.5226 0.1407 -0.2830 0.246
```
Positions in Å, forces in eV/Å.